Record 1
{
  "formula": "C4H11NO2",
  "method": "the ωB97M-V functional and the def2-TZVPD basis",
  "elements": ["C", "H", "O", "H", "H", "H", "H", "N", "H", "C", "H", "C", "H", "O", "H", "C", "H", "H"],
  "coordinates": [[-0.520, -1.699, -1.992], [-1.095, -1.407, -1.104], [0.753, 1.839, 1.330], [1.308, -1.402, -3.020], [1.284, -1.437, -0.012], [-0.565, -2.757, -2.076], [1.088, -0.156, -1.844], [1.855, -1.670, -0.856], [0.688, -0.122, 2.772], [-1.481, 2.426, 2.050], [-2.118, 2.384, 2.879], [-0.209, 1.596, 1.958], [-0.909, -1.465, -2.994], [-0.320, 0.492, 2.681], [-1.148, 3.450, 1.877], [0.998, -1.280, -1.986], [-2.201, 2.315, 1.306], [2.593, -1.108, -0.969]],
  "atomic_forces_ev_per_a": [[1.77, 0.05, -0.29], [0.00, 0.32, -0.54], [1.93, 1.16, -1.50], [0.96, -0.87, 0.26], [1.21, -0.08, -0.89], [0.10, -1.32, 0.48], [-1.07, -0.65, -0.97], [-4.39, -3.85, 0.39], [-4.41, 3.18, -0.86], [1.77, 1.53, -0.55], [-0.07, -0.39, 1.96], [-2.06, -0.80, 0.89], [-0.36, 0.87, 0.68], [3.56, -3.85, 1.76], [-0.02, 0.10, 0.34], [-1.80, 3.07, 0.47], [-0.68, -0.95, -2.05], [3.56, 2.50, 0.43]],
  "lowdin_charge": [-0.098, 0.065, 0.108, 0.091, 0.079, 0.042, 0.105, -0.016, 0.272, 0.020, 0.063, -0.642, 0.069, 0.019, 0.094, -0.333, 0.063, -0.002],
  "spin_multiplicity": 1,
  "gap_ha": 0.3392,
  "homo_ev": -8.890,
  "smiles": "CC(=O)O.CCN",
  "lumo_ev": 0.34,
  "e_tot_ha": -364.17431
}

Record 2
{
  "formula": "C4H11B2NO6",
  "method": "the ωB97M-V functional and the def2-TZVPD basis",
  "elements": ["H", "C", "O", "H", "O", "B", "H", "H", "C", "O", "B", "C", "O", "H", "H", "H", "H", "O", "N", "H", "O", "H", "C", "H"],
  "coordinates": [[5.706, -0.619, -0.319], [3.559, -0.607, -0.230], [-0.520, -0.990, 1.173], [-5.102, 0.941, 0.177], [2.582, -0.154, 0.706], [-2.807, 0.031, -0.377], [-3.390, 1.398, -1.665], [5.044, -0.172, 1.247], [4.916, -0.071, 0.179], [-2.911, 1.324, -0.845], [1.472, 0.407, 0.167], [-0.524, -0.726, -0.024], [0.586, -0.323, -0.670], [-5.675, -0.675, 0.555], [1.171, 2.242, -0.402], [-1.991, -1.761, -0.781], [-4.976, 0.298, 1.827], [-3.638, -0.531, 0.524], [-1.667, -0.802, -0.867], [3.599, -1.690, -0.224], [1.155, 1.724, 0.402], [4.980, 0.976, -0.085], [-4.912, 0.060, 0.775], [3.343, -0.279, -1.243]],
  "atomic_forces_ev_per_a": [[0.20, -0.07, -0.18], [0.69, -0.38, 0.34], [0.12, 0.49, -1.71], [0.16, 0.28, -0.09], [-0.04, 0.25, -0.37], [0.91, -0.10, -0.23], [0.01, 0.21, -0.49], [0.04, -0.05, 0.29], [-0.34, 0.09, -0.14], [-0.26, 0.02, 0.53], [-0.15, 0.08, 0.52], [0.12, -0.17, 1.12], [-0.28, 0.04, 0.05], [-0.14, -0.22, -0.07], [-0.48, 0.27, -0.19], [0.01, -0.20, 0.14], [0.00, 0.19, 0.25], [-0.46, 0.17, -0.47], [-0.20, -0.34, 0.36], [-0.26, -0.29, -0.01], [0.46, -0.17, 0.23], [0.19, 0.29, 0.05], [-0.03, -0.37, 0.28], [-0.25, -0.01, -0.21]],
  "lowdin_charge": [0.075, -0.226, 0.146, 0.083, 0.121, -0.708, 0.104, 0.080, -0.061, 0.175, -0.743, -0.481, 0.215, 0.090, 0.114, 0.132, 0.094, 0.083, 0.210, 0.122, 0.218, 0.077, -0.042, 0.122],
  "spin_multiplicity": 1,
  "gap_ha": 0.3770,
  "homo_ev": -9.904,
  "smiles": "CCOB(O)OC(=O)NB(O)OC",
  "lumo_ev": 0.35,
  "e_tot_ha": -715.14213
}

Record 3
{
  "formula": "C13H28FNO5P2",
  "method": "the ωB97M-V functional and the def2-TZVPD basis",
  "elements": ["H", "H", "O", "H", "H", "H", "H", "P", "C", "H", "H", "C", "H", "H", "H", "H", "H", "C", "C", "O", "H", "O", "H", "H", "H", "H", "H", "H", "H", "H", "C", "H", "H", "C", "H", "F", "C", "P", "C", "O", "N", "C", "C", "C", "H", "O", "C", "H", "H", "C"],
  "coordinates": [[1.179, -0.433, 0.632], [1.014, -1.782, -2.765], [-3.876, -2.887, -0.890], [-2.123, 4.722, -0.234], [3.245, -1.534, -2.757], [-0.855, 1.331, -0.334], [-2.836, 2.393, 1.324], [-2.719, -3.234, 0.237], [-0.052, 1.952, -0.739], [-2.520, 3.103, -0.800], [3.676, -2.118, 0.357], [-3.253, -1.969, 1.432], [-2.474, -1.921, 2.203], [1.229, -2.580, 0.165], [2.063, 2.235, -0.461], [3.763, 0.074, -0.776], [-1.192, 2.824, 1.761], [0.993, -2.777, -0.888], [-2.674, 4.323, 2.230], [0.979, -5.597, -0.861], [3.005, -4.276, -0.610], [1.365, -0.354, -1.440], [-4.185, -2.289, 1.901], [-3.385, -0.985, 0.981], [-0.835, -1.574, 0.336], [0.245, 3.901, 0.173], [-3.623, -3.200, -1.763], [0.020, 1.709, -1.800], [2.080, -4.338, -2.627], [1.181, 1.846, 1.009], [1.265, 1.597, -0.057], [3.510, 0.920, 0.755], [-2.215, 5.287, 1.991], [1.549, -1.690, -1.814], [-0.230, 3.976, -1.510], [-1.792, -1.262, -1.381], [1.714, 0.131, -0.142], [1.770, -4.416, -1.261], [-1.863, 3.663, -0.127], [-0.391, -2.991, -1.086], [3.838, -1.290, 2.185], [3.223, 0.036, 0.175], [-2.120, 3.216, 1.327], [-1.315, -2.169, -0.451], [-3.752, 4.438, 2.084], [2.923, -1.991, -1.977], [3.611, -1.199, 0.942], [3.763, -0.375, 2.637], [-2.502, 4.113, 3.288], [-0.420, 3.442, -0.575]],
  "atomic_forces_ev_per_a": [[-0.17, -0.06, -0.15], [0.04, 0.07, 0.05], [-0.08, -0.07, -0.04], [0.01, -0.08, -0.02], [0.08, 0.12, -0.14], [0.01, -0.06, 0.01], [0.09, -0.13, 0.10], [0.00, 0.38, -0.15], [-0.05, 0.01, -0.03], [-0.01, 0.14, -0.02], [0.03, -0.01, 0.04], [0.08, -0.13, 0.39], [-0.20, 0.06, 0.01], [-0.13, 0.08, 0.01], [-0.08, -0.07, -0.02], [-0.02, 0.06, 0.15], [-0.06, 0.03, -0.07], [-0.12, 0.11, -0.05], [-0.06, 0.08, -0.13], [0.06, 0.13, 0.01], [0.11, 0.02, -0.15], [-0.23, -0.03, -0.05], [0.06, 0.07, 0.02], [-0.01, -0.04, -0.09], [0.02, -0.11, 0.08], [-0.08, -0.03, -0.09], [-0.09, -0.15, -0.15], [-0.08, -0.07, 0.07], [0.04, 0.02, -0.05], [0.14, -0.03, -0.09], [0.06, 0.07, -0.10], [-0.06, -0.11, 0.04], [0.06, -0.07, 0.11], [0.09, 0.13, 0.10], [-0.03, -0.03, 0.02], [-0.01, 0.13, 0.02], [0.04, 0.01, 0.20], [-0.13, -0.29, 0.17], [-0.07, -0.10, -0.05], [0.03, -0.05, 0.02], [-0.02, 0.05, -0.10], [0.15, 0.10, -0.04], [-0.04, 0.00, 0.02], [0.39, 0.00, -0.04], [0.10, 0.03, 0.00], [-0.03, -0.18, 0.11], [-0.04, -0.04, -0.04], [-0.01, 0.01, -0.02], [-0.04, -0.01, -0.07], [0.23, 0.03, 0.20]],
  "lowdin_charge": [0.135, 0.172, -0.321, 0.103, 0.116, 0.108, 0.097, 0.928, -0.192, 0.110, 0.083, -0.288, 0.042, 0.127, 0.126, 0.121, 0.098, -0.366, -0.115, -0.413, 0.021, -0.043, 0.038, 0.043, 0.119, 0.110, 0.052, 0.114, 0.030, 0.124, -0.149, 0.116, 0.069, -0.384, 0.107, -0.014, -0.315, 0.766, -0.221, -0.141, 0.100, -0.119, -0.262, -0.505, 0.072, -0.045, -0.254, 0.047, 0.066, -0.212],
  "spin_multiplicity": 1,
  "gap_ha": 0.3438,
  "homo_ev": -9.037,
  "smiles": "[H]/N=C\\C[C@@H](CCCCCC)O[C@@H](O)[C@@H](O[C@@H](F)P(C)O)[PH2]=O",
  "lumo_ev": 0.32,
  "e_tot_ha": -1725.63453
}

Record 4
{
  "formula": "C30H73N3",
  "method": "the ωB97M-V functional and the def2-TZVPD basis",
  "elements": ["H", "C", "H", "H", "C", "C", "H", "C", "H", "H", "H", "H", "H", "C", "C", "C", "C", "C", "C", "H", "C", "H", "H", "H", "H", "H", "H", "H", "H", "H", "H", "H", "H", "H", "H", "H", "H", "N", "H", "C", "H", "C", "H", "H", "H", "H", "C", "H", "H", "C", "H", "C", "C", "H", "C", "H", "N", "C", "H", "H", "H", "H", "H", "C", "C", "C", "C", "C", "H", "H", "H", "H", "H", "H", "H", "H", "H", "C", "H", "H", "H", "H", "H", "H", "N", "H", "H", "H", "C", "H", "H", "H", "C", "H", "H", "H", "H", "C", "C", "H", "H", "C", "H", "H", "H", "H"],
  "coordinates": [[0.073, -0.553, 5.477], [-3.799, 0.481, -3.317], [3.632, 6.015, 1.485], [2.081, 1.675, 1.474], [3.891, -3.074, 2.323], [3.449, -2.147, 3.461], [-2.240, 3.227, 3.644], [0.755, -0.984, 4.883], [5.142, -0.491, -1.027], [1.431, -1.856, 2.404], [-0.776, -3.782, -3.418], [0.415, -2.172, -1.449], [-3.810, 0.269, -4.383], [-0.240, -1.756, -3.416], [-4.995, 0.585, 1.647], [-4.662, -2.944, -0.659], [0.637, -1.457, -2.196], [5.146, -3.795, 2.711], [-4.921, -2.625, -3.576], [1.827, 2.415, -2.959], [-1.394, 2.926, 3.148], [2.404, 0.332, 4.456], [-2.706, 0.504, -3.044], [-4.177, 2.335, 2.677], [5.102, -4.387, 3.744], [3.032, -2.551, 4.386], [4.113, -2.729, 1.383], [4.767, -0.897, -2.534], [1.289, -1.502, 5.758], [-0.316, -1.235, 1.261], [-5.191, -3.856, -0.842], [0.158, -1.710, 4.575], [1.256, 2.178, -0.757], [-2.844, -2.234, -0.752], [4.014, 2.436, 0.314], [-5.464, -2.175, -0.353], [4.213, 4.878, -0.894], [2.420, 4.051, 0.030], [-5.522, -1.064, -4.842], [2.970, -1.070, -1.431], [-1.020, -3.068, -4.876], [4.495, -1.210, -1.649], [-1.576, -0.213, 3.134], [-0.674, 2.021, 3.488], [-4.199, -3.338, 0.207], [3.717, 7.312, -0.085], [-1.961, 0.029, 1.999], [-2.492, 3.181, 1.298], [-0.802, -0.005, 0.090], [2.267, -1.187, 3.033], [5.935, -3.195, 2.801], [3.289, 6.508, 0.510], [-1.882, 2.597, 1.726], [-1.272, 2.448, 0.822], [-4.343, -0.465, -2.349], [-4.855, -0.434, 1.301], [-4.033, -1.849, -2.619], [-3.565, -2.723, -1.558], [4.211, -1.398, 3.663], [2.210, -2.678, -2.539], [2.059, 3.164, 2.456], [2.289, -1.305, -3.578], [0.042, 0.465, 1.493], [-0.677, -0.141, 1.155], [-0.317, -3.086, -4.100], [2.511, 2.841, -2.220], [3.137, 5.290, -0.419], [1.600, -0.247, 3.965], [0.581, -0.453, -1.821], [1.043, 0.513, 3.585], [-4.036, -0.229, -1.419], [2.659, 5.893, -1.423], [-3.262, -3.580, -2.104], [-4.746, -3.680, -3.586], [2.887, -0.670, 2.186], [-2.641, -0.664, 1.693], [5.010, -2.200, -1.607], [2.147, -1.677, -2.533], [3.330, 2.094, 2.618], [2.657, -0.167, -1.398], [5.210, -4.894, 2.165], [-5.957, 0.685, 2.331], [-5.096, 0.987, 0.606], [2.936, 3.809, -2.601], [-2.681, 1.256, 1.725], [2.336, 6.757, 0.935], [4.009, 4.028, 1.294], [0.114, -0.951, -4.250], [3.411, 3.259, 0.844], [0.705, -3.485, -4.331], [3.264, -3.780, 2.210], [-1.017, 3.889, 3.078], [-3.927, 1.282, 2.479], [-3.978, -1.957, -5.468], [-5.746, -2.626, -5.514], [-5.899, -2.654, -3.190], [-5.408, -0.233, -2.497], [-4.993, -2.022, -5.024], [2.612, 2.453, 1.891], [-3.942, 0.916, 3.353], [2.715, -1.380, -0.422], [1.724, 3.217, -0.980], [3.364, 2.090, -1.972], [-1.251, -1.613, -2.990], [0.906, 3.898, -1.244], [-4.292, 1.312, -3.157]],
  "atomic_forces_ev_per_a": [[-2.42, 3.28, 1.89], [5.47, -2.79, -1.06], [1.24, 1.63, -1.10], [-1.36, -1.57, -0.79], [3.64, 2.53, 4.12], [-2.09, 2.26, -0.30], [-2.29, -0.76, 2.16], [3.60, -1.15, 4.18], [-1.14, -1.12, -0.14], [2.01, 1.63, 1.71], [0.04, -0.61, 0.58], [-0.49, -0.53, 1.30], [-0.40, -0.51, 0.14], [-0.20, 3.18, -0.76], [-2.45, 1.04, 0.31], [-3.31, -1.82, 2.90], [2.00, -1.13, -2.02], [-2.68, -7.35, 1.80], [1.26, 2.10, -0.13], [0.28, -0.04, 0.02], [2.19, -2.92, -2.89], [-0.20, -0.35, 0.42], [-0.74, 0.85, -0.60], [-0.33, -0.11, -0.54], [-0.39, 1.87, -1.35], [0.99, -1.04, -0.05], [0.00, 2.05, -2.16], [0.88, 1.70, -5.15], [0.11, 0.39, -1.37], [-0.49, 1.71, -0.01], [-1.12, -0.48, -1.04], [-2.11, -3.54, -2.75], [0.63, 1.99, 1.32], [-0.04, -0.61, -2.78], [-0.38, 1.70, -0.02], [1.75, -0.67, -0.83], [-2.30, 1.52, 1.35], [1.42, -0.69, 0.82], [0.83, -0.15, -0.71], [3.21, -5.51, -0.37], [-0.44, 0.24, -1.67], [0.40, -0.21, 4.73], [-1.27, 0.78, -2.07], [-1.87, 2.63, -0.13], [0.28, 0.18, 1.92], [0.63, 0.00, 0.95], [3.26, 1.47, 1.36], [-5.13, 5.15, -2.13], [-0.37, 0.28, -0.28], [0.58, -1.75, -5.75], [3.69, 1.93, -0.33], [-0.54, -3.47, 1.78], [2.74, -7.35, 2.22], [1.35, -0.05, 1.04], [-2.91, -2.51, -3.42], [0.46, -0.67, 1.15], [0.84, -1.12, -2.28], [0.44, 3.94, 0.47], [0.57, -0.37, 0.56], [0.89, -3.82, -0.39], [-1.20, 0.35, 0.29], [0.53, 0.07, 0.94], [2.99, 2.34, 1.22], [-2.59, -4.09, -0.61], [2.15, -0.94, 1.85], [1.86, 0.56, 0.03], [0.61, 0.10, -5.25], [2.71, -0.71, 1.24], [-0.83, 0.57, 0.08], [-1.57, 1.95, -2.19], [0.84, 0.86, 3.26], [0.67, -2.42, 2.29], [0.99, -1.05, 0.41], [1.28, -0.67, -0.03], [-1.79, -0.09, 1.05], [-1.70, -2.62, -0.27], [-1.04, 0.34, 0.54], [-2.13, 2.45, 0.03], [0.25, -0.68, 0.11], [-1.22, 6.80, 0.05], [0.63, 3.23, 0.21], [1.37, -0.49, -1.99], [-0.34, 0.77, 1.15], [-0.03, -1.17, -0.18], [1.45, 1.46, 0.72], [-1.04, 0.62, -0.66], [0.78, -0.25, 0.44], [-1.39, -1.45, 1.84], [-1.77, -1.34, -0.55], [-1.01, 0.21, -0.42], [-5.17, -4.79, -0.90], [2.36, 1.66, 0.02], [-0.08, 3.13, -7.38], [-0.95, 0.08, -0.05], [0.34, -0.28, -0.77], [-1.84, 0.53, 0.58], [-0.65, -0.77, 1.03], [-0.43, 0.05, 2.38], [2.70, 2.37, 0.80], [0.68, -3.34, 6.81], [-0.30, -0.95, 0.06], [-0.89, -0.07, -0.63], [-1.40, 1.30, -0.57], [0.03, 0.74, -0.99], [-0.21, -0.52, -0.44], [-1.84, 4.87, 0.67]],
  "lowdin_charge": [0.032, -0.091, 0.085, 0.019, -0.264, -0.182, 0.033, -0.127, 0.094, 0.150, 0.061, 0.097, 0.072, -0.279, -0.086, -0.146, -0.214, -0.123, -0.211, 0.070, -0.039, 0.131, 0.099, 0.126, 0.106, 0.108, 0.080, -0.009, 0.117, 0.097, 0.064, 0.031, 0.124, 0.151, 0.129, 0.121, 0.151, -0.180, 0.067, -0.236, 0.048, -0.082, 0.153, 0.125, 0.056, 0.075, -0.249, 0.029, 0.058, -0.235, 0.009, -0.118, -0.165, 0.113, -0.281, 0.033, -0.170, -0.282, 0.109, 0.064, 0.065, 0.135, -0.014, -0.081, -0.116, -0.121, -0.298, -0.295, 0.086, 0.037, 0.071, 0.155, 0.101, 0.099, 0.117, 0.056, 0.086, -0.197, 0.070, 0.005, 0.130, 0.114, 0.074, 0.064, -0.164, 0.055, 0.081, 0.153, -0.233, 0.090, 0.037, 0.041, -0.270, 0.081, 0.061, 0.084, 0.123, -0.072, -0.086, 0.035, 0.104, -0.280, 0.091, 0.078, 0.106, 0.021],
  "spin_multiplicity": 1,
  "gap_ha": 0.3133,
  "homo_ev": -7.711,
  "smiles": "CCN(CC)CC.CCN(CC)CC.CCN(CC)CC.CCCCCC.CCCCCC",
  "lumo_ev": 0.81,
  "e_tot_ha": -1350.55587
}

Record 5
{
  "formula": "C9H9N3O2",
  "method": "the ωB97M-V functional and the def2-TZVPD basis",
  "elements": ["O", "H", "C", "N", "H", "H", "C", "H", "H", "C", "N", "H", "N", "C", "C", "H", "H", "O", "C", "C", "C", "H", "C"],
  "coordinates": [[-0.279, 1.182, 2.206], [-2.896, -1.121, -0.170], [3.029, 1.014, -0.994], [-0.857, 1.320, 1.146], [-3.148, -0.842, -1.769], [-3.583, 0.548, -0.687], [1.578, 1.385, -1.139], [0.279, -2.696, 1.841], [2.434, -2.172, 1.218], [0.985, 0.397, -0.368], [3.266, -0.049, -0.294], [-1.526, -1.502, 1.204], [-1.418, 0.211, -0.990], [1.992, -0.425, 0.091], [0.394, -1.813, 1.325], [3.890, 1.514, -1.400], [-1.648, 1.176, -1.280], [-1.426, 2.296, 0.768], [1.726, -1.378, 0.976], [-0.657, -1.095, 0.893], [-0.520, 0.081, 0.037], [1.251, 2.241, -1.775], [-2.867, -0.273, -0.840]],
  "atomic_forces_ev_per_a": [[-0.62, 0.36, 0.08], [-0.39, 0.46, 0.85], [-0.05, 0.22, -0.35], [2.38, -1.03, 0.45], [0.29, 1.09, 0.37], [0.35, -0.45, 0.41], [0.70, -0.81, 0.44], [-0.34, -1.64, 1.30], [0.71, 0.86, 0.22], [-3.47, 2.71, -1.61], [-0.18, 0.56, -0.50], [-3.26, -0.55, 0.51], [-3.50, 0.36, -1.62], [1.17, -1.41, 2.04], [-0.19, 3.26, -1.82], [-0.08, 0.50, -0.36], [1.61, -0.43, 0.21], [-0.93, 0.62, -0.44], [0.32, -3.06, -0.07], [3.19, -1.27, -0.05], [1.11, 2.05, 0.46], [-0.09, -1.02, 0.92], [1.26, -1.41, -1.44]],
  "lowdin_charge": [0.074, 0.054, -0.124, -0.324, 0.089, 0.086, 0.060, 0.090, 0.128, -0.084, 0.113, 0.076, -0.011, -0.336, -0.013, 0.100, 0.125, 0.084, 0.055, -0.016, -0.294, 0.119, -0.051],
  "spin_multiplicity": 1,
  "gap_ha": [0.2832, 0.2831],
  "homo_ev": [-9.016, -9.015],
  "smiles": "CN[C@@]1([N+](=O)[O-])C=CC=C2N=CC=C21",
  "lumo_ev": [-1.31, -1.31],
  "e_tot_ha": -662.89497
}